[1]
Below is the molecule C4H6FNO2 at a distorted geometry, with properties calculated with ωB97M-V/def2-TZVPD.

Each line ends with the Löwdin charge.
Element x y z (Å)
O 2.7126 -1.1110 -0.0423  0.07
C 1.5167 -0.9909 -0.0011  -0.22
C 0.6351 0.1946 0.3130  -0.36
C -0.3702 0.4035 -0.6909  -0.10
C -1.6764 0.4162 -0.5007  -0.20
O -2.2587 0.0623 0.6191  0.06
N 1.4935 1.2476 0.7691  0.03
F 1.7893 2.0503 -0.3690  -0.09
H 0.8209 -1.9376 -0.4019  0.17
H 0.0076 -0.0215 1.1869  0.14
H -0.0800 0.7525 -1.7431  0.15
H -2.2551 0.4506 -1.4069  0.13
H -1.5690 -0.1271 1.2660  0.09
H 2.4095 0.8486 1.1246  0.14

Summary:
SMILES   O=C[C@H](/C=C\O)NF
E   -460.96714 hartree
Energy relative to the best compared isomer or geometry (same formula, charge and spin)   104.6 kcal/mol
E_HOMO   -9.51 eV

---

[2]
Below is a structure of composition N2O6Rb at a distorted geometry, with properties calculated with ωB97M-V/def2-TZVPD.

Each line ends with the Löwdin charge.
Element x y z (Å)
Rb -0.5477 -0.0466 -0.6690  1.01
N -1.8986 -2.5219 2.2219  -0.70
O -2.3994 -2.0925 3.2796  -0.07
O -1.3602 -1.7108 1.5295  -0.20
O -2.0492 -3.6673 1.8073  -0.05
N 2.1114 2.5400 -2.0489  -0.68
O 1.6951 1.3687 -1.6954  -0.28
O 2.9818 3.0398 -1.4635  0.03
O 1.4667 3.0906 -2.9614  -0.07

Summary:
E   -584.91555 hartree
Energy relative to the best compared isomer or geometry (same formula, charge and spin)   12.3 kcal/mol
E_HOMO   -5.35 eV
Charge   -1